No. 1
DFT (wB97M-V/def2-TZVPD) results for a molecular structure, C47H42LaN2O3P2 in a non-equilibrium geometry.

## Properties
Molar mass in g/mol: 883.72
Energy in hartree: -2865.46173
Frontier orbital gap in Ha: 0.2544
Charge: +1
LUMO level in eV: -3.251

Each line ends with the Mulliken charge.
Atoms and positions in Å:
La: 0.850 -1.036 -0.212  1.62
C: -1.199 2.532 -0.442  -0.61
C: -0.007 2.583 -1.431  -0.51
P: 1.596 2.148 -0.605  0.44
C: 2.599 3.106 -1.806  0.62
C: 2.617 2.604 -3.112  -0.89
C: 3.392 3.164 -4.109  -0.82
C: 4.172 4.304 -3.770  -0.46
C: 4.083 4.892 -2.504  -0.66
C: 3.308 4.277 -1.550  -0.22
C: 1.606 3.148 0.925  0.70
C: 1.224 4.508 0.852  -0.23
C: 1.209 5.327 1.995  -0.92
C: 1.661 4.793 3.199  -0.56
C: 1.875 3.429 3.306  -0.63
C: 1.820 2.597 2.177  -0.53
P: -1.952 0.852 -0.420  0.82
C: -2.720 0.953 -2.036  0.48
C: -2.230 0.217 -3.137  0.02
C: -3.004 0.016 -4.291  -0.67
C: -4.222 0.723 -4.463  -0.51
C: -4.724 1.422 -3.363  -0.86
C: -3.937 1.583 -2.206  -0.07
C: -3.203 1.084 0.787  0.31
C: -3.076 1.807 1.991  -0.46
C: -4.083 1.899 2.902  -0.40
C: -5.299 1.238 2.716  -0.62
C: -5.428 0.435 1.614  -0.87
C: -4.363 0.298 0.674  -0.59
H: -1.912 3.326 -0.701  0.53
H: -0.768 2.777 0.553  -0.19
H: 0.098 3.608 -1.873  0.52
H: -0.176 1.821 -2.233  0.16
H: 2.083 1.722 -3.254  0.44
H: 3.397 2.808 -5.145  0.41
H: 4.995 4.638 -4.443  0.32
H: 4.657 5.829 -2.282  0.36
H: 3.303 4.714 -0.537  0.33
H: 0.961 4.873 -0.136  0.40
H: 0.848 6.291 1.907  0.59
H: 1.916 5.476 4.033  0.37
H: 2.108 3.038 4.327  0.39
H: 1.958 1.532 2.307  0.18
H: -1.197 -0.223 -3.070  -0.02
H: -2.593 -0.661 -5.024  0.42
H: -4.607 0.672 -5.504  0.36
H: -5.614 2.051 -3.439  0.38
H: -4.358 2.146 -1.357  0.38
H: -2.130 2.394 2.132  0.10
H: -3.893 2.503 3.787  0.44
H: -6.099 1.307 3.461  0.38
H: -6.301 -0.130 1.378  0.48
H: -4.398 -0.468 -0.090  0.55
C: -5.453 -5.824 2.005  -0.80
O: -4.675 -4.985 1.100  -0.38
C: -3.681 -4.165 1.673  0.82
C: -3.404 -3.934 3.050  -1.25
C: -2.389 -3.081 3.414  -1.26
C: -1.540 -2.464 2.434  0.36
C: -0.327 -1.770 2.820  0.73
C: 0.064 -1.925 4.232  -1.50
O: 0.458 -1.071 2.006  0.02
C: -1.925 -2.647 1.034  0.37
O: -1.297 -1.943 0.038  -0.44
C: -2.939 -3.498 0.679  0.09
H: -6.353 -6.010 1.426  0.29
H: -5.761 -5.305 2.918  0.32
H: -4.957 -6.775 2.252  0.30
H: -3.961 -4.436 3.829  0.35
H: -2.278 -2.800 4.457  0.21
H: 0.534 -2.906 4.426  0.30
H: -0.840 -1.722 4.840  0.47
H: 0.796 -1.158 4.497  0.36
H: -3.169 -3.652 -0.356  0.54
C: 6.563 0.962 -0.904  -0.67
C: 6.775 -0.395 -1.185  -0.52
C: 5.736 -1.284 -1.038  -0.25
C: 4.475 -0.816 -0.544  0.10
C: 4.430 0.428 0.107  -0.11
C: 5.450 1.353 -0.151  -0.39
N: 3.418 -1.687 -0.617  0.62
N: 3.666 -2.772 -1.294  -0.58
C: 2.681 -3.726 -1.358  0.72
C: 3.122 -4.994 -1.789  -0.56
C: 2.292 -6.121 -1.525  -0.46
C: 1.022 -5.917 -1.087  -0.80
C: 0.615 -4.590 -0.768  0.15
C: 1.393 -3.471 -0.843  -0.64
H: 7.321 1.641 -1.255  0.43
H: 7.789 -0.705 -1.516  0.35
H: 5.794 -2.378 -1.204  0.46
H: 3.581 0.730 0.751  0.24
H: 5.413 2.398 0.206  0.41
H: 4.068 -5.146 -2.256  0.48
H: 2.671 -7.126 -1.684  0.38
H: 0.340 -6.748 -1.050  0.43
H: -0.359 -4.509 -0.245  0.14


No. 2
DFT (wB97M-V/def2-TZVPD) results for C5H9NO in the gas phase in a non-equilibrium geometry.

## Properties
SMILES: C[C@H]1CN(C)C1=O
Molar mass in g/mol: 99.13
ΔE to the lowest compared entry with this formula, charge and spin in kcal/mol: 48.3
Energy in hartree: -325.86065
Frontier orbital gap in Ha: 0.3674
LUMO level in eV: 0.891

Each line ends with the natural charge from an NBO analysis.
Atoms and positions in Å:
C: -1.546 1.643 0.134  -0.62
C: -0.535 0.541 0.016  -0.32
C: 0.991 0.610 0.231  -0.23
N: 0.917 -0.816 0.628  -0.45
C: 1.213 -1.711 -0.469  -0.41
C: -0.518 -0.747 0.788  0.70
O: -1.319 -1.559 1.161  -0.54
H: -1.453 2.243 1.046  0.22
H: -2.554 1.216 0.109  0.23
H: -1.388 2.295 -0.724  0.21
H: -0.536 0.056 -1.039  0.22
H: 1.520 0.824 -0.707  0.19
H: 1.459 1.175 1.047  0.21
H: 0.452 -1.419 -1.279  0.16
H: 2.251 -1.627 -0.842  0.21
H: 1.046 -2.724 -0.100  0.23


No. 3
DFT (wB97M-V/def2-TZVPD) results for C7H12 in the gas phase.

## Properties
SMILES: CC#CCCCC
Molar mass in g/mol: 96.17
ΔE to the lowest compared entry with this formula, charge and spin in kcal/mol: 34.4
Energy in hartree: -273.85376
Frontier orbital gap in Ha: 0.3796
LUMO level in eV: 1.067

Each line ends with the natural charge from an NBO analysis.
Atoms and positions in Å:
C: -3.077 0.865 0.164  -0.60
C: -1.986 0.243 -0.703  -0.39
C: -0.767 -0.195 0.097  -0.38
C: 0.279 -0.885 -0.790  -0.47
C: 1.588 -0.882 -0.139  -0.02
C: 2.659 -0.668 0.366  -0.01
C: 3.881 0.018 0.777  -0.68
H: -3.417 0.164 0.936  0.20
H: -2.715 1.768 0.672  0.20
H: -3.944 1.143 -0.444  0.21
H: -2.382 -0.627 -1.245  0.19
H: -1.658 0.964 -1.469  0.19
H: -1.046 -0.883 0.904  0.20
H: -0.313 0.685 0.581  0.20
H: -0.035 -1.894 -1.109  0.23
H: 0.408 -0.285 -1.698  0.22
H: 3.601 0.850 1.437  0.23
H: 4.328 0.439 -0.132  0.23
H: 4.615 -0.615 1.282  0.23


No. 4
DFT (wB97M-V/def2-TZVPD) results for 3 unconnected molecules or ions with the total composition C4H16NO2 in a non-equilibrium geometry.

## Properties
Molar mass in g/mol: 110.18
ΔE to the lowest compared entry with this formula, charge and spin in kcal/mol: 50.4
Energy in hartree: -366.94922
Frontier orbital gap in Ha: 0.4369
Charge: +1
LUMO level in eV: -2.951

Each line ends with the natural charge from an NBO analysis.
Atoms and positions in Å:
C: 1.533 1.046 0.519  -0.62
C: 0.016 0.559 0.378  -0.02
C: -0.496 0.135 1.743  -0.44
C: -1.925 -0.257 1.865  -0.62
N: -0.074 -0.694 -0.510  -0.69
H: 1.406 2.022 0.858  0.24
H: 2.281 0.335 1.081  0.23
H: 2.001 1.169 -0.428  0.22
H: -0.495 1.350 -0.125  0.22
H: -0.041 0.623 2.505  0.25
H: 0.014 -0.768 1.904  0.20
H: -2.301 -0.513 2.959  0.26
H: -2.050 -1.128 1.301  0.18
H: -2.691 0.414 1.545  0.23
H: -1.003 -1.033 -0.196  0.43
H: 0.652 -1.356 -0.237  0.46
H: -0.111 -0.444 -1.465  0.44
H: 2.471 -2.542 -0.360  0.49
H: 2.804 -1.812 -1.588  0.50
O: 2.158 -1.941 -0.970  -0.96
H: -2.070 1.974 -3.826  0.49
H: -0.574 1.644 -3.532  0.47
O: -1.504 1.215 -3.420  -0.96


No. 5
DFT (wB97M-V/def2-TZVPD) results for 2 unconnected molecules or ions with the total composition C3H11NOS2 in a non-equilibrium geometry.

## Properties
SMILES: C[C@@H](N)CSS.O
Molar mass in g/mol: 141.26
ΔE to the lowest compared entry with this formula, charge and spin in kcal/mol: 8.9
Energy in hartree: -1047.25312
Frontier orbital gap in Ha: 0.3480
LUMO level in eV: 0.604

Each line ends with the natural charge from an NBO analysis.
Atoms and positions in Å:
N: 0.525 -0.492 -1.582  -0.87
C: -0.585 0.306 -1.088  -0.06
C: -1.749 0.086 -2.002  -0.61
C: -0.234 1.800 -0.933  -0.57
S: -0.280 2.430 0.746  0.11
S: 1.482 1.608 1.490  -0.13
H: 1.482 -0.237 -1.422  0.38
H: 0.330 -0.903 -2.473  0.36
H: -0.832 -0.086 -0.097  0.18
H: -1.496 0.491 -2.994  0.20
H: -1.850 -0.990 -2.155  0.21
H: -2.683 0.529 -1.678  0.22
H: 0.741 1.963 -1.362  0.22
H: -0.893 2.363 -1.604  0.23
H: 2.210 2.670 1.126  0.13
H: 0.572 -3.674 5.016  0.47
H: 1.761 -4.316 5.762  0.47
O: 1.499 -3.549 5.250  -0.94


No. 6
DFT (wB97M-V/def2-TZVPD) results for 2 unconnected molecules or ions with the total composition CH4N3O2 in a non-equilibrium geometry.

## Properties
Molar mass in g/mol: 90.06
ΔE to the lowest compared entry with this formula, charge and spin in kcal/mol: 114.9
Energy in hartree: -354.70372
Frontier orbital gap (alpha / beta) in Ha: 0.3451 / 0.3448
Charge: +1
LUMO level (alpha / beta) in eV: -6.932 / -6.929

Each line ends with the natural charge from an NBO analysis.
Atoms and positions in Å:
C: 0.041 0.142 -0.039  0.58
N: 0.508 0.085 -1.224  -0.65
N: -0.630 -1.673 0.954  -0.56
N: -0.191 1.495 0.535  0.47
O: 0.484 2.242 -0.078  -0.30
O: -1.069 1.590 1.319  -0.22
H: 0.437 -0.714 -1.768  0.44
H: 0.799 0.850 -1.864  0.47
H: -0.060 -1.558 1.802  0.38
H: -0.319 -2.459 0.363  0.37


- What is the energy in the first record?
  -2865.46173 hartree